Entry 1:
The following is a DFT calculation (ωB97M-V/def2-TZVPD) of a structure of composition C6H11N2 in a non-equilibrium geometry.

Properties
- Kohn-Sham gap: 10.449 eV
- Charge: +1
- Calculated total energy: -344.3409 hartree
- E_HOMO: -13.61 eV
- Energy above the lowest of the compared OMol25 structures with the same formula, charge and spin: 109.3 kcal per mole
- Spin multiplicity: 1

Atoms and positions in Å:
C -1.7637 -0.7659 -0.2516
C -1.2032 -0.6936 1.1169
C 1.9167 0.8521 0.4985
C -0.8214 0.3879 -0.7905
C 1.1348 -0.3242 -0.2817
C -0.1351 0.1645 0.5011
N 0.6685 1.4244 1.0963
N 0.3067 -0.1230 -1.6174
H -1.5962 -1.7290 -0.8163
H -2.7943 -0.6260 -0.4386
H -1.6997 0.0826 1.7113
H -0.8248 -1.4984 1.6612
H 2.6249 0.2891 1.2096
H 2.3537 1.5742 -0.1070
H -1.3745 1.2875 -1.1554
H 1.7209 -1.2760 -0.3926
H 0.6994 1.4392 2.1462
H -0.0341 -1.0042 -1.8837
H 0.8213 0.5387 -2.2064

Entry 2:
The following is a DFT calculation (ωB97M-V/def2-TZVPD) of the ion C6H11N2 with charge +1 in a non-equilibrium geometry.

Properties
- Kohn-Sham gap: 10.553 eV
- Charge: +1
- Calculated total energy: -344.4652 hartree
- E_HOMO: -13.69 eV
- SMILES string: C[C@H]1C=CCNC1=[NH2+]
- Energy above the lowest of the compared OMol25 structures with the same formula, charge and spin: 31.3 kcal per mole
- Spin multiplicity: 1

Atoms and positions in Å:
C 0.4471 -1.7159 -0.5637
C -0.6900 -0.8698 0.0689
C -0.1670 -0.5357 1.4659
C 0.5571 0.5001 1.8160
C 0.7892 1.6262 0.8439
N -0.0187 1.3788 -0.3845
C -0.7001 0.3402 -0.7924
N -1.3982 0.3619 -1.9171
H 1.4263 -1.1287 -0.7476
H 0.1301 -2.2660 -1.3297
H 0.7185 -2.5790 0.1413
H -1.7163 -1.2077 0.2082
H -0.2084 -1.2572 2.2346
H 1.0823 0.5542 2.7088
H 0.5201 2.5375 1.3957
H 1.9497 1.5460 0.7117
H 0.1402 2.1365 -1.0067
H -1.6311 -0.5518 -2.2986
H -1.2309 1.1303 -2.5544

Entry 3:
The following is a DFT calculation (ωB97M-V/def2-TZVPD) of a structure of composition C6H11N2 in a non-equilibrium geometry.

Properties
- Kohn-Sham gap: 10.105 eV
- Charge: +1
- Calculated total energy: -344.3275 hartree
- E_HOMO: -13.84 eV
- Energy above the lowest of the compared OMol25 structures with the same formula, charge and spin: 117.7 kcal per mole
- Spin multiplicity: 1

Atoms and positions in Å:
C 0.1524 0.6674 -0.4522
C 1.2182 0.0861 0.0879
C 0.3866 -2.0531 -0.4072
C -0.7694 -1.3095 0.2039
C 2.5099 0.8995 0.0527
C -2.1093 0.6862 0.4539
N 1.0374 -1.2136 0.6322
N -1.1319 -0.0564 -0.4071
H 0.3170 1.7136 -0.8310
H 0.4900 -3.0321 -0.0538
H 0.4872 -1.9674 -1.5357
H -1.4713 -1.5387 1.0228
H 3.2148 0.2637 -0.3245
H 2.7462 1.0732 1.0409
H 2.3813 1.9158 -0.4149
H -1.7538 0.4683 1.5746
H -2.1373 1.7111 0.2035
H -3.1699 0.3204 0.1191
H -1.6217 -0.0382 -1.2672

> Which of these has the lowest calculated total energy?

number 2